Entry 1:
Entry from OMol25: a cluster of 9 separate species, C29H65I2N11O21P in total at a distorted geometry (ωB97M-V/def2-TZVPD).

XYZ file:
```
129
Properties=species:S:1:pos:R:3:lowdin_charge:R:1
C 1.461 -2.865 5.825 -0.128
O 2.379 -3.766 5.091 -0.249
C 2.791 -3.161 3.804 -0.237
C 3.023 -4.315 2.650 -0.153
C 4.199 -3.744 1.635 -0.202
C 3.454 -2.747 0.550 -0.177
C 4.542 -1.536 0.221 -0.166
C 4.084 -0.083 0.903 -0.138
N 3.778 0.846 -0.260 0.101
C 2.581 1.561 -0.403 -0.130
N 2.326 2.431 -1.611 -0.106
C 3.498 3.297 -1.994 -0.114
C 1.018 3.181 -1.534 -0.631
I 1.103 5.042 -0.340 0.918
O -0.089 2.290 -1.188 -0.160
C 0.094 1.555 0.057 -0.348
C -1.034 2.163 1.129 -0.186
C -2.475 2.183 0.278 -0.183
C -3.683 2.462 1.350 -0.206
C -4.844 1.308 1.413 -0.211
C -5.287 0.682 -0.035 -0.204
C -4.547 -0.816 -0.123 -0.221
C -5.687 -1.912 0.316 -0.151
C -5.151 -3.056 1.378 -0.178
O -5.652 -4.396 1.020 -0.120
C -4.982 -4.936 -0.176 -0.276
C -3.365 -4.814 -0.507 -0.029
O -5.722 -5.629 -1.083 -0.042
N 1.476 1.438 0.607 -0.226
P 1.764 2.285 2.131 0.546
O 3.459 2.817 2.157 -0.405
I 1.483 0.733 4.019 0.491
H 1.898 -1.784 5.727 0.029
H 0.371 -2.908 5.392 0.105
H 1.394 -3.099 6.979 0.110
H 1.980 -2.408 3.368 0.080
H 3.773 -2.543 3.957 0.124
H 3.260 -5.370 3.103 0.124
H 2.037 -4.376 1.989 0.118
H 4.785 -4.598 1.077 0.125
H 4.981 -3.069 2.213 0.077
H 3.110 -3.308 -0.431 0.124
H 2.478 -2.331 1.094 0.099
H 4.515 -1.395 -0.961 0.101
H 5.635 -1.805 0.558 0.090
H 4.955 0.313 1.582 0.141
H 3.173 -0.318 1.598 0.071
H 4.548 0.922 -0.992 0.172
H 4.289 3.400 -1.123 0.121
H 4.069 2.719 -2.868 0.108
H 3.203 4.343 -2.466 0.100
H 0.800 3.558 -2.647 0.144
H -0.284 0.441 -0.155 0.186
H -1.085 1.432 2.044 0.096
H -0.840 3.287 1.410 0.079
H -2.430 3.146 -0.426 0.126
H -2.560 1.184 -0.323 0.105
H -4.148 3.543 1.151 0.121
H -3.194 2.543 2.431 0.113
H -5.823 1.738 1.925 0.120
H -4.445 0.458 2.124 0.112
H -4.855 1.281 -0.966 0.110
H -6.449 0.623 -0.195 0.115
H -3.614 -0.877 0.609 0.101
H -4.120 -0.978 -1.203 0.106
H -6.561 -1.321 0.825 0.109
H -6.104 -2.391 -0.671 0.133
H -3.976 -3.022 1.547 0.126
H -5.624 -2.793 2.432 0.140
H -2.801 -4.957 0.519 0.091
H -3.055 -3.767 -0.937 0.086
H -3.028 -5.673 -1.254 0.111
H 3.888 2.490 3.013 0.060
C -7.351 -5.753 3.563 0.031
N -7.376 -5.550 5.037 -0.420
O -7.901 -6.435 5.722 0.051
O -6.868 -4.506 5.464 0.040
H -7.829 -6.707 3.330 0.100
H -7.898 -4.926 3.107 0.063
H -6.305 -5.759 3.249 0.094
C -10.819 -2.529 3.184 0.047
N -9.412 -2.046 3.196 -0.406
O -9.233 -0.823 3.162 0.060
O -8.527 -2.908 3.240 0.026
H -11.488 -1.667 3.144 0.099
H -10.945 -3.156 2.298 0.105
H -10.980 -3.100 4.101 0.106
C -1.807 8.335 1.113 0.039
N -0.400 8.818 1.126 -0.420
O -0.221 10.041 1.091 0.076
O 0.485 7.956 1.170 -0.041
H -2.476 9.197 1.074 0.100
H -1.932 7.708 0.228 0.096
H -1.968 7.764 2.030 0.103
C 8.405 -1.434 -2.768 0.051
N 7.054 -1.729 -2.219 -0.395
O 6.523 -2.791 -2.563 0.079
O 6.566 -0.886 -1.457 -0.006
H 8.709 -2.256 -3.419 0.102
H 8.335 -0.501 -3.332 0.105
H 9.090 -1.336 -1.924 0.105
C 5.107 4.453 -6.213 0.045
N 5.798 3.443 -5.367 -0.427
O 5.547 2.253 -5.587 0.039
O 6.574 3.874 -4.505 0.041
H 4.460 3.935 -6.924 0.055
H 4.519 5.091 -5.550 0.103
H 5.876 5.025 -6.737 0.112
C 8.066 -3.025 4.105 0.049
N 7.487 -2.978 2.736 -0.416
O 7.315 -1.862 2.232 0.030
O 7.220 -4.063 2.206 0.054
H 8.250 -2.004 4.446 0.098
H 7.342 -3.523 4.753 0.106
H 9.001 -3.587 4.049 0.106
C 1.442 1.826 -7.105 0.053
N 2.285 2.944 -7.608 -0.417
O 3.074 2.690 -8.526 0.070
O 2.132 4.045 -7.066 0.028
H 1.682 0.922 -7.669 0.105
H 1.670 1.692 -6.046 0.100
H 0.398 2.108 -7.254 0.076
C -2.960 3.804 -5.833 0.041
N -2.341 2.590 -6.429 -0.425
O -2.101 2.614 -7.641 0.055
O -2.114 1.646 -5.662 0.043
H -3.103 4.550 -6.618 0.100
H -3.919 3.508 -5.403 0.104
H -2.279 4.178 -5.065 0.097
```

Values from the calculation:
Net charge = +1



Entry 2:
Entry from OMol25: a cluster of 5 separate species, C29H66BF8NO20P5Si in total at a distorted geometry (ωB97M-V/def2-TZVPD).

XYZ file:
```
131
Properties=species:S:1:pos:R:3:lowdin_charge:R:1
C 0.261 -0.802 2.742 0.016
C 0.236 -1.363 1.668 -0.226
P 0.134 -2.453 0.044 0.570
C 0.942 -3.775 1.200 -0.291
N 1.549 -4.939 0.498 -0.152
C 0.836 -6.182 0.806 -0.156
C 0.294 -3.477 -1.560 -0.302
O -0.572 -4.610 -1.664 -0.206
C -0.489 -5.232 -2.920 -0.293
C 0.856 -5.928 -3.219 -0.079
Si 2.082 -1.441 -0.592 0.533
C 2.466 0.174 0.378 -0.214
C 2.166 -0.927 -2.416 -0.201
C 3.637 -2.534 -0.296 -0.211
O -1.370 -3.234 0.494 -0.222
C -2.536 -2.490 0.181 -0.300
C -3.497 -3.608 -0.344 0.017
C -3.146 -2.150 1.577 -0.527
F -2.720 -1.066 2.229 0.125
F -4.503 -2.005 1.460 0.100
F -2.878 -3.166 2.421 0.138
C -2.161 -1.349 -0.840 -0.195
B -2.719 0.154 -0.483 -0.407
C -1.856 1.478 -0.597 0.018
O -4.019 0.301 -0.001 0.136
C -2.614 -1.533 -2.312 -0.325
F -3.980 -1.433 -2.334 0.115
F -2.352 -2.751 -2.845 0.120
C -2.091 -0.482 -3.355 -0.511
F -1.967 -1.125 -4.549 0.127
F -0.895 0.020 -3.118 0.187
F -2.979 0.486 -3.616 0.165
O -0.781 -1.132 -0.618 -0.266
H 0.272 -0.344 3.713 0.008
H 1.694 -3.288 1.844 0.070
H 0.164 -4.168 1.877 0.082
H 2.481 -5.050 0.886 0.082
H 0.834 -6.381 1.898 0.071
H 1.291 -7.007 0.237 0.065
H -0.215 -6.106 0.496 0.073
H 1.345 -3.724 -1.783 0.057
H -0.009 -2.794 -2.389 0.078
H -0.642 -4.459 -3.702 0.110
H -1.309 -5.959 -3.057 0.116
H 1.651 -5.169 -3.315 0.063
H 1.190 -6.607 -2.423 0.067
H 0.802 -6.418 -4.204 0.069
H 1.584 0.834 0.434 0.015
H 3.216 0.721 -0.223 0.018
H 2.785 -0.030 1.405 0.016
H 3.236 -0.736 -2.639 0.024
H 1.670 0.049 -2.515 0.019
H 1.844 -1.681 -3.142 0.020
H 3.554 -3.450 -0.905 0.015
H 3.820 -2.742 0.764 0.018
H 4.471 -1.968 -0.756 0.016
H -2.987 -4.222 -1.096 0.085
H -3.833 -4.280 0.452 0.091
H -4.399 -3.193 -0.822 0.087
H -0.838 1.340 -0.974 0.057
H -1.759 1.968 0.390 0.077
H -2.371 2.151 -1.308 0.077
H -3.968 1.080 0.567 0.095
C -6.936 1.090 5.563 -0.119
O -6.034 0.352 6.389 -0.273
P -6.008 -1.313 6.221 0.597
O -7.492 -1.574 6.217 -0.273
O -5.329 -1.507 7.673 -0.252
C -6.018 -1.019 8.815 -0.113
O -5.506 -2.839 5.773 -0.226
C -5.650 -3.166 4.375 -0.101
H -6.604 2.128 5.539 0.084
H -6.959 0.698 4.548 0.086
H -7.937 1.052 5.992 0.087
H -7.096 -0.976 8.651 0.085
H -5.650 -0.024 9.071 0.077
H -5.813 -1.694 9.644 0.088
H -5.238 -2.374 3.753 0.060
H -6.704 -3.315 4.136 0.087
H -5.102 -4.083 4.174 0.091
C 8.152 5.789 -0.797 -0.132
O 7.990 4.692 -1.690 -0.274
P 6.417 4.168 -2.021 0.662
O 6.029 4.183 -0.551 -0.271
O 6.956 2.711 -2.455 -0.266
C 7.814 2.002 -1.566 -0.094
O 4.847 3.721 -2.470 -0.260
C 3.890 4.790 -2.493 -0.118
H 9.146 6.209 -0.951 0.083
H 7.405 6.560 -0.973 0.081
H 8.077 5.436 0.231 0.088
H 7.657 2.301 -0.529 0.089
H 8.854 2.174 -1.843 0.085
H 7.592 0.941 -1.666 0.094
H 4.273 5.648 -3.048 0.076
H 3.645 5.090 -1.473 0.084
H 2.992 4.426 -2.988 0.090
C 3.810 3.465 -9.854 -0.137
O 2.836 3.422 -8.818 -0.273
P 3.310 2.817 -7.313 0.650
O 4.019 1.633 -7.951 -0.290
O 1.807 2.466 -6.861 -0.246
C 0.999 1.671 -7.723 -0.097
O 3.916 2.424 -5.786 -0.232
C 5.279 2.788 -5.537 -0.126
H 3.466 4.167 -10.615 0.082
H 4.779 3.789 -9.479 0.080
H 3.906 2.478 -10.306 0.086
H 1.602 1.024 -8.361 0.087
H 0.376 2.317 -8.343 0.085
H 0.355 1.054 -7.099 0.092
H 5.444 3.835 -5.804 0.079
H 5.948 2.150 -6.116 0.086
H 5.495 2.656 -4.479 0.053
C -3.222 1.587 3.867 -0.096
O -2.127 2.178 4.570 -0.232
P -2.485 3.254 5.789 0.584
O -3.539 4.103 5.124 -0.275
O -1.010 3.896 5.741 -0.252
C -0.578 4.516 4.534 -0.105
O -2.661 3.755 7.374 -0.233
C -3.798 3.222 8.069 -0.120
H -2.866 0.696 3.363 0.066
H -4.026 1.319 4.552 0.067
H -3.595 2.282 3.114 0.092
H -1.419 4.882 3.943 0.083
H 0.000 3.806 3.942 0.088
H 0.061 5.357 4.799 0.086
H -3.866 2.140 7.942 0.074
H -4.712 3.693 7.704 0.083
H -3.679 3.441 9.128 0.084
```

Values from the calculation:
Net charge = -1



Entry 3:
Entry from OMol25: a cluster of 7 separate species, C29H66N5O9 in total at a distorted geometry (ωB97M-V/def2-TZVPD).

XYZ file:
```
109
Properties=species:S:1:pos:R:3:lowdin_charge:R:1
C -1.567 -4.858 -0.711 0.040
C -2.312 -6.139 -0.780 -0.395
O -1.823 -7.203 -0.639 0.211
N -3.824 -6.110 -1.047 0.091
H -4.207 -5.183 -0.852 0.170
H -3.968 -6.215 -2.057 0.195
C -4.528 -7.178 -0.241 0.029
H -1.679 -4.431 0.286 0.083
H -2.057 -4.221 -1.457 0.092
H -0.522 -4.973 -0.979 0.120
H -4.372 -8.118 -0.767 0.113
H -5.595 -6.975 -0.269 0.109
H -4.094 -7.334 0.740 0.113
C -0.104 5.508 -2.668 0.034
C 0.712 4.281 -2.743 -0.422
O 1.158 3.842 -3.736 0.228
N 1.077 3.641 -1.404 0.111
H 1.901 4.169 -1.098 0.189
H 0.385 3.711 -0.659 0.173
C 1.431 2.165 -1.532 0.023
H -1.130 5.267 -2.362 0.101
H -0.155 6.058 -3.601 0.117
H 0.241 6.171 -1.868 0.109
H 0.745 1.718 -2.246 0.082
H 1.413 1.687 -0.560 0.067
H 2.405 1.934 -1.964 0.127
C 0.756 -2.938 4.801 0.047
C -0.420 -3.219 3.920 -0.400
O -0.608 -4.268 3.415 0.182
N -1.399 -2.094 3.646 0.082
H -1.484 -1.516 4.483 0.177
H -0.984 -1.464 2.921 0.105
C -2.754 -2.592 3.226 0.025
H 1.403 -3.807 4.751 0.111
H 0.435 -2.702 5.816 0.109
H 1.303 -2.089 4.385 0.074
H -3.249 -3.007 4.095 0.112
H -2.572 -3.329 2.452 0.076
H -3.250 -1.747 2.758 0.104
C -1.980 1.059 -6.889 -0.090
C -1.785 -0.372 -6.359 -0.226
C -2.274 -0.563 -4.925 -0.182
C -1.765 0.474 -3.941 -0.099
N -2.605 0.473 -2.642 -0.228
C -2.157 1.609 -1.745 -0.088
C -3.422 2.319 -1.219 -0.129
C -4.573 1.409 -1.586 -0.149
C -4.118 0.632 -2.809 -0.090
C -2.379 -0.891 -1.996 0.023
H -1.407 1.748 -6.264 0.054
H -3.018 1.354 -6.704 0.078
H -1.691 1.189 -7.925 0.084
H -0.713 -0.590 -6.370 0.121
H -2.250 -1.077 -7.046 0.117
H -2.025 -1.575 -4.602 0.120
H -3.369 -0.547 -4.963 0.112
H -1.831 1.516 -4.250 0.116
H -0.723 0.309 -3.652 0.128
H -1.677 1.111 -0.904 0.119
H -1.510 2.294 -2.284 0.102
H -3.385 2.446 -0.139 0.119
H -3.591 3.292 -1.680 0.119
H -4.878 0.728 -0.790 0.120
H -5.491 1.908 -1.900 0.132
H -4.573 -0.330 -3.008 0.127
H -4.227 1.248 -3.705 0.143
H -2.630 -0.805 -0.940 0.107
H -1.339 -1.187 -2.153 0.071
H -3.050 -1.588 -2.484 0.094
C 7.289 2.316 3.555 -0.099
C 6.354 3.509 3.373 -0.244
C 4.966 3.095 2.844 -0.183
C 4.309 2.077 3.805 -0.075
N 3.096 1.403 3.173 -0.250
C 2.154 2.293 2.362 -0.125
C 1.452 3.098 3.428 -0.129
C 1.156 2.037 4.501 -0.131
C 2.130 0.900 4.236 -0.094
C 3.522 0.275 2.276 0.037
H 8.354 2.537 3.528 0.087
H 7.184 1.535 2.790 0.080
H 7.048 1.779 4.474 0.075
H 6.782 4.277 2.725 0.116
H 6.314 4.072 4.312 0.116
H 5.314 2.571 1.949 0.111
H 4.366 3.971 2.607 0.111
H 3.993 2.649 4.672 0.147
H 4.972 1.221 3.857 0.122
H 1.471 1.588 1.879 0.103
H 2.729 2.775 1.572 0.118
H 0.631 3.730 3.097 0.124
H 2.178 3.791 3.860 0.114
H 0.096 1.784 4.559 0.118
H 1.261 2.480 5.495 0.123
H 1.612 0.046 3.805 0.095
H 2.686 0.603 5.122 0.144
H 2.697 -0.239 1.780 0.099
H 3.956 -0.480 2.931 0.120
H 4.176 0.639 1.490 0.115
O 2.340 -2.707 -1.519 0.061
C 1.849 -2.154 -2.684 -0.779
O 0.642 -1.711 -2.653 -0.124
O 2.597 -2.061 -3.657 0.029
H 1.574 -2.698 -0.928 0.057
O 0.644 -0.429 -0.300 0.017
C 0.001 -1.010 0.748 -0.789
O -0.385 -2.209 0.597 -0.031
O -0.190 -0.311 1.779 -0.069
H 0.410 -1.078 -1.024 0.049
```

Values from the calculation:
Net charge = +3
Relative energy (zero: lowest compared OMol25 entry of this formula, charge and spin) = 77.76 kJ/mol



Entry 4:
Entry from OMol25: a structure of composition C29H67Br2F3IN6O11P4S at a distorted geometry (ωB97M-V/def2-TZVPD).

XYZ file:
```
124
Properties=species:S:1:pos:R:3:lowdin_charge:R:1
C -2.519 1.582 -6.519 -0.154
C -1.814 0.768 -5.225 -0.271
C -0.583 1.648 -4.557 -0.458
C 0.233 2.162 -5.845 -0.212
P 0.285 0.928 -3.005 0.254
C -1.284 -0.055 -2.424 -0.379
C -1.543 -0.573 -0.962 -0.364
C -2.898 0.138 -0.260 -0.534
I -3.886 -1.440 0.965 0.744
C 1.836 2.099 -3.181 -0.402
C 1.494 3.702 -3.212 -0.210
C 2.455 4.732 -2.436 -0.595
F 2.670 5.906 -3.381 -0.153
Br 4.342 4.193 -2.052 0.777
C 1.889 5.477 -1.094 -0.626
F 2.970 5.441 -0.037 -0.173
F 1.705 6.962 -1.329 -0.108
Br 0.173 4.855 -0.335 0.821
P 1.529 0.108 -1.339 0.652
P 1.303 1.300 0.484 0.486
O -0.156 1.759 0.831 -0.461
O 1.802 0.223 1.808 -0.289
O 2.508 2.546 0.412 -0.328
P 1.202 -0.754 -4.001 0.186
O 2.916 -0.752 -3.496 -0.439
O 0.681 -2.330 -3.338 -0.370
S 1.200 -0.984 -5.855 0.306
H -1.927 1.439 -7.516 0.058
H -3.612 1.193 -6.665 0.065
H -2.505 2.750 -6.273 0.079
H -1.548 -0.332 -5.496 0.075
H -2.792 0.698 -4.543 0.094
H -1.149 2.615 -4.121 0.122
H -0.275 3.188 -6.195 0.086
H 1.362 2.395 -5.793 0.053
H 0.161 1.480 -6.826 0.058
H -0.244 1.977 -2.187 -0.012
H -2.123 0.798 -2.523 0.094
H -1.494 -0.960 -3.174 0.094
H -1.899 -1.718 -1.029 0.074
H -0.788 -0.570 -0.102 0.044
H -2.618 0.983 0.498 0.040
H -3.699 0.445 -1.057 0.049
H 2.506 1.731 -4.099 0.073
H 2.583 1.978 -2.258 0.002
H 0.322 3.878 -3.057 0.099
H 1.628 3.993 -4.368 0.126
H 1.093 -1.257 -1.011 -0.050
H 2.577 -0.328 1.491 0.002
H 3.435 2.129 0.337 0.064
H 3.465 -0.266 -4.178 0.049
H 1.496 -2.945 -3.353 0.080
C -5.537 -1.542 -2.353 -0.349
O -4.772 -0.970 -3.119 -0.002
N -6.345 -2.610 -2.680 -0.206
C -7.225 -3.233 -1.713 -0.068
C -6.315 -3.126 -4.032 -0.057
H -5.638 -1.230 -1.300 0.049
H -6.948 -4.287 -1.611 0.086
H -8.255 -3.156 -2.071 0.083
H -7.147 -2.746 -0.737 0.084
H -5.297 -3.452 -4.267 0.093
H -6.597 -2.327 -4.725 0.089
H -7.005 -3.968 -4.140 0.082
C -6.783 1.201 3.361 -0.329
O -6.692 0.346 2.490 -0.037
N -5.725 1.874 3.935 -0.198
C -5.918 2.875 4.964 -0.072
C -4.379 1.571 3.498 -0.060
H -7.761 1.508 3.766 0.123
H -5.511 3.827 4.611 0.085
H -5.387 2.560 5.867 0.087
H -6.978 3.002 5.196 0.079
H -4.300 1.770 2.425 0.082
H -4.177 0.510 3.675 0.050
H -3.650 2.179 4.040 0.092
C -3.603 -1.602 6.678 -0.330
O -4.398 -0.924 6.039 -0.005
N -2.442 -2.154 6.181 -0.203
C -1.552 -2.945 7.006 -0.081
C -2.099 -1.936 4.791 -0.049
H -3.767 -1.828 7.745 0.123
H -0.569 -2.466 7.025 0.089
H -1.465 -3.945 6.573 0.071
H -1.931 -3.028 8.028 0.083
H -2.008 -0.861 4.611 0.093
H -2.900 -2.333 4.161 0.064
H -1.156 -2.432 4.544 0.093
C 5.894 3.043 -5.440 -0.337
O 4.674 3.030 -5.538 -0.006
N 6.721 4.051 -5.890 -0.209
C 8.160 3.991 -5.736 -0.073
C 6.134 5.206 -6.536 -0.049
H 6.443 2.214 -4.965 0.130
H 8.488 4.849 -5.142 0.086
H 8.623 4.031 -6.726 0.085
H 8.465 3.069 -5.234 0.082
H 5.441 5.689 -5.841 0.094
H 5.576 4.875 -7.417 0.093
H 6.910 5.916 -6.837 0.084
C 1.072 -5.795 8.352 -0.312
O 0.718 -4.694 7.948 0.007
N 0.310 -6.944 8.313 -0.208
C 0.803 -8.210 8.813 -0.069
C -1.025 -6.884 7.756 -0.050
H 2.069 -5.952 8.795 0.129
H 0.801 -8.937 7.996 0.089
H 0.143 -8.555 9.614 0.088
H 1.820 -8.111 9.203 0.083
H -0.962 -6.543 6.718 0.093
H -1.617 -6.163 8.328 0.092
H -1.503 -7.866 7.793 0.088
C 5.362 -0.275 0.980 -0.304
O 4.356 -0.957 0.829 -0.012
N 6.221 -0.345 2.056 -0.204
C 7.393 0.498 2.161 -0.067
C 5.943 -1.292 3.117 -0.047
H 5.667 0.476 0.233 0.135
H 8.282 -0.137 2.218 0.086
H 7.315 1.102 3.070 0.089
H 7.480 1.161 1.296 0.085
H 5.923 -2.302 2.696 0.093
H 4.961 -1.069 3.544 0.097
H 6.707 -1.232 3.897 0.086
```

Values from the calculation:
Net charge = -1



| no. | electronic energy (eV) | highest occupied orbital energy (eV) | orbital gap (eV) |
| --- | --- | --- | --- |
| 1 | -115966.10392 | -11.4 | 8.012 |
| 2 | -150318.35298 | -4.6 | 3.713 |
| 3 | -56996.18644 | -13.3 | 6.104 |
| 4 | -266946.67837 | -4.2 | 5.899 |